Record 1
A cluster of 7 separate species, H14O7 in total at a distorted geometry. Source: the OMol25 dataset; level of theory: ωB97M-V/def2-TZVPD.

Computed properties:
- spin multiplicity = 2
- ⟨S²⟩ = 0.7504
- energy relative to the best compared isomer or geometry (same formula, charge and spin) (eV) = 0.428
- charge = -1
- gap between HOMO and LUMO (alpha / beta) (eV) = 2.52 / 10.61
- HOMO (alpha / beta) (eV) = 0.5 / -7.6

Structure (XYZ):
```
21
H14O7 | the OMol25 dataset | ωB97M-V/def2-TZVPD
O 1.519 -0.173 -1.812
O 0.722 -1.229 3.072
O -0.813 -2.696 0.360
O -1.205 -1.420 -2.364
O -0.195 0.637 0.569
O -0.605 3.179 1.500
O 0.365 2.163 -1.832
H -0.897 -1.741 -1.517
H 1.048 -1.988 2.589
H -0.040 2.032 -0.975
H -1.527 3.333 1.294
H 1.920 0.129 -0.997
H -0.946 -3.605 0.091
H -0.426 -1.424 -2.921
H 1.494 -0.873 3.512
H 0.128 0.247 1.382
H -0.368 2.412 0.979
H -0.424 -0.112 0.019
H 1.071 0.598 -2.159
H -1.480 -2.544 1.030
H 0.659 3.074 -1.822
```

Record 2
A cluster of 7 separate species, H14O7 in total. Source: the OMol25 dataset; level of theory: ωB97M-V/def2-TZVPD.

Computed properties:
- energy relative to the best compared isomer or geometry (same formula, charge and spin) (eV) = 2.280
- charge = 0
- SMILES = O.O.O.O.O.O.O
- gap between HOMO and LUMO (eV) = 11.78
- HOMO (eV) = -11.4

Structure (XYZ):
```
21
H14O7 | the OMol25 dataset | ωB97M-V/def2-TZVPD
O -0.805 6.326 2.251
O -4.226 -1.571 -0.903
O 0.869 1.898 3.831
O -1.404 -6.077 0.878
O 1.501 2.388 -4.508
O 4.186 -2.961 -2.018
O 0.166 -0.099 -0.030
H 4.943 -3.312 -1.549
H -5.122 -1.871 -1.057
H 1.366 1.171 4.206
H 3.613 -2.621 -1.331
H 2.135 2.963 -4.938
H 1.748 2.407 -3.583
H -0.661 -0.580 -0.025
H -4.315 -0.637 -0.712
H 0.067 0.555 0.662
H -0.465 5.438 2.361
H -0.892 -6.425 0.148
H -0.877 6.439 1.303
H -2.152 -5.647 0.463
H 0.325 2.214 4.553
```

Record 3
A structure of composition H14O7 at a distorted geometry. Source: the OMol25 dataset; level of theory: ωB97M-V/def2-TZVPD.

Computed properties:
- energy relative to the best compared isomer or geometry (same formula, charge and spin) (eV) = 8.571
- charge = 0
- gap between HOMO and LUMO (eV) = 8.53
- HOMO (eV) = -9.3

Structure (XYZ):
```
21
H14O7 | the OMol25 dataset | ωB97M-V/def2-TZVPD
O -1.016 1.296 -0.688
O 1.414 0.910 1.345
O 1.718 -0.556 -0.887
O -0.867 0.269 -2.583
O -0.912 -2.442 -0.075
O -0.428 -0.302 0.389
O -0.689 -0.075 2.525
H 2.400 -0.111 -1.390
H -0.209 -0.420 -2.494
H -0.738 0.411 -0.169
H 0.500 -0.113 0.527
H 2.110 -0.698 -0.025
H 2.307 0.578 1.441
H -0.361 0.031 1.631
H 1.512 1.723 0.849
H -1.290 -0.818 2.473
H -1.807 1.655 -1.089
H -0.434 2.050 -0.587
H -1.417 -2.495 0.736
H -0.815 -1.503 -0.236
H -0.978 0.610 -1.695
```